Below is a 4-piece molecular cluster, C12H29B3N3O9P overall, with properties calculated with the ωB97M-V functional and the def2-TZVPD basis.

Bonds (Å) are listed after each position.
CARTESIAN COORDINATES (ANGSTROEM)
1 O 3.412 2.105 -1.201  P2 1.741, H14 1.004
2 P 3.471 0.996 -2.542  O1 1.741, O3 1.758, B4 1.934
3 O 5.101 0.341 -2.575  P2 1.758, H15 1.006
4 B 2.156 -0.414 -2.380  P2 1.934, O5 1.476, O13 1.506
5 O 2.046 -1.271 -1.183  B4 1.476, B6 1.476
6 B 0.886 -2.180 -1.243  O5 1.476, O7 1.476, H16 1.199
7 O -0.232 -2.126 -2.205  B6 1.476, B8 1.476
8 B -0.049 -0.895 -2.997  O7 1.476, C9 1.643, O13 1.479
9 C -1.339 0.111 -3.157  B8 1.643, C10 1.784, H17 1.170, H18 1.170
10 C -2.623 -0.496 -2.078  C9 1.784, C11 1.736, O12 1.563, H19 1.255
11 C -3.608 0.754 -1.384  C10 1.736, O12 1.644, H20 1.167, H21 1.167
12 O -2.474 -0.115 -0.570  C10 1.563, C11 1.644
13 O 1.275 -0.603 -3.587  B4 1.506, B8 1.479
14 H 2.844 1.767 -0.446  O1 1.004
15 H 5.181 -0.264 -1.775  O3 1.006
16 H 0.863 -3.093 -0.466  B6 1.199
17 H -1.142 1.152 -2.661  C9 1.170
18 H -1.811 0.153 -4.227  C9 1.170
19 H -3.188 -1.570 -2.396  C10 1.255
20 H -3.191 1.706 -1.916  C11 1.167
21 H -4.708 0.525 -1.067  C11 1.167
22 C -7.239 -0.408 0.716  O23 1.225, N24 1.379, H27 1.103
23 O -6.532 0.524 0.354  C22 1.225
24 N -7.581 -1.500 -0.054  C22 1.379, C25 1.448, C26 1.448
25 C -8.424 -2.564 0.449  N24 1.448, H28 1.094, H29 1.094, H30 1.093
26 C -7.081 -1.586 -1.411  N24 1.448, H31 1.094, H32 1.094, H33 1.093
27 H -7.672 -0.443 1.730  C22 1.103
28 H -7.868 -3.505 0.408  C25 1.094
29 H -9.316 -2.636 -0.181  C25 1.094
30 H -8.729 -2.371 1.481  C25 1.093
31 H -5.987 -1.579 -1.388  C26 1.094
32 H -7.427 -0.714 -1.974  C26 1.094
33 H -7.433 -2.501 -1.895  C26 1.093
34 C 2.363 -4.595 1.986  O35 1.225, N36 1.379, H39 1.103
35 O 1.566 -4.179 1.155  C34 1.225
36 N 3.563 -3.998 2.313  C34 1.379, C37 1.448, C38 1.448
37 C 4.453 -4.555 3.310  N36 1.448, H40 1.094, H41 1.094, H42 1.093
38 C 3.945 -2.776 1.638  N36 1.448, H43 1.094, H44 1.094, H45 1.093
39 H 2.170 -5.518 2.558  C34 1.103
40 H 4.595 -3.820 4.108  C37 1.094
41 H 5.416 -4.776 2.840  C37 1.094
42 H 4.042 -5.473 3.737  C37 1.093
43 H 3.183 -2.013 1.823  C38 1.094
44 H 4.000 -2.965 0.562  C38 1.094
45 H 4.915 -2.422 1.999  C38 1.093
46 C 2.335 6.409 1.696  O47 1.225, N48 1.379, H51 1.103
47 O 1.326 6.353 1.004  C46 1.225
48 N 3.563 5.877 1.365  C46 1.379, C49 1.448, C50 1.448
49 C 4.711 5.985 2.240  N48 1.448, H52 1.094, H53 1.094, H54 1.093
50 C 3.711 5.186 0.100  N48 1.448, H55 1.094, H56 1.094, H57 1.093
51 H 2.333 6.912 2.678  C46 1.103
52 H 5.508 6.519 1.714  C49 1.094
53 H 5.053 4.979 2.501  C49 1.094
54 H 4.460 6.528 3.156  C49 1.093
55 H 3.465 5.876 -0.713  C50 1.094
56 H 3.012 4.344 0.071  C50 1.094
57 H 4.734 4.821 -0.023  C50 1.093

Values from the calculation:
Structure (SMILES) ... OP(O)B1OBOB(C[C@@H]2CO2)O1.CN(C)C=O.CN(C)C=O.CN(C)C=O
Frontier orbital gap ... 8.3 eV
Strongest force on any atom ... 5.546 eV/Å
HOMO energy ... -8.575 eV
Calculated total energy ... -1732.026494 a.u.